ORCA calculation (the ωB97M-V functional and the def2-TZVPD basis) on a structure of composition C34H35BrCsN10O4S2.

Computed properties:
frontier orbital gap = 6.2 eV
total energy = -151179.697 eV
total charge = -1
max |F| = 2.1 eV/A
2S+1 = 1
LUMO level = 2.05 eV

Atoms and positions in Å:
Cs: 1.36556 -0.19997 1.18353
C: 0.36881 -5.73670 3.76607
S: 1.96879 -4.99235 3.45037
C: 1.78054 -4.33219 1.79675
S: 0.37099 -4.52804 0.84767
N: 2.88617 -3.73872 1.46473
N: 2.88551 -2.88797 0.41364
C: 3.81452 -3.00958 -0.44148
C: 3.96818 -2.01157 -1.53272
C: 4.84719 -2.28910 -2.57710
C: 4.97318 -1.38976 -3.62009
C: 4.22037 -0.22698 -3.59689
C: 3.38234 -0.02049 -2.51111
N: 3.25619 -0.87852 -1.49410
H: 0.45634 -6.19633 4.75287
H: 0.13144 -6.49374 3.02040
H: -0.42716 -4.99505 3.77288
H: 4.50894 -3.84862 -0.39610
H: 5.41273 -3.21323 -2.56304
H: 5.64968 -1.59598 -4.44139
H: 4.27293 0.50630 -4.39063
H: 2.78363 0.88304 -2.44903
O: -6.42342 -3.55213 -0.31303
C: -5.64376 -2.99015 -1.36910
C: -4.36861 -2.43005 -0.80660
C: -3.22936 -2.35928 -1.58826
C: -2.08367 -1.78726 -1.05464
N: -2.02089 -1.31453 0.18643
C: -3.11225 -1.39524 0.94179
C: -4.30773 -1.93276 0.48670
C: -2.97836 -0.82682 2.33052
C: -3.87938 -1.12996 3.34542
C: -3.70101 -0.57222 4.60012
C: -4.64916 -0.86083 5.73118
O: -5.37147 0.29985 6.15475
C: -2.61455 0.27004 4.79377
C: -1.76350 0.52076 3.72983
N: -1.94380 -0.01791 2.52160
H: -7.14720 -4.04818 -0.70509
H: -6.20129 -2.18708 -1.85877
H: -5.40185 -3.73676 -2.12817
H: -3.22095 -2.74533 -2.60256
H: -1.17725 -1.70600 -1.64113
H: -5.18665 -1.96574 1.11608
H: -4.70420 -1.81155 3.16962
H: -4.09964 -1.29222 6.57021
H: -5.39846 -1.58401 5.41686
H: -4.75458 1.03808 6.19664
H: -2.40602 0.70876 5.76589
H: -0.88820 1.15884 3.83277
Br: -2.83588 2.21612 -0.59287
C: -1.57714 3.28464 0.36937
C: -1.85293 4.63288 0.53132
C: -0.93115 5.37733 1.24915
C: 0.19506 4.76180 1.76176
C: 0.36295 3.39992 1.55121
N: -0.51974 2.66935 0.84804
C: 1.56181 2.66882 2.13175
O: 2.68112 3.09454 1.78970
O: 1.28533 1.69341 2.87822
H: -2.74659 5.06899 0.11020
H: -1.09925 6.43643 1.40704
H: 0.94543 5.30909 2.31666
N: -0.41493 1.47481 -6.52740
C: -0.22544 1.04527 -5.21590
C: -0.27963 1.93532 -4.15115
C: -0.04565 1.46844 -2.86893
N: 0.23889 0.19537 -2.57919
C: 0.29954 -0.64760 -3.61488
C: 0.07810 -0.28498 -4.93066
H: -0.92083 2.33655 -6.64046
H: -0.67686 0.76788 -7.19272
H: -0.49184 2.98657 -4.31222
H: -0.06004 2.16011 -2.03529
H: 0.55119 -1.67873 -3.37765
H: 0.14938 -1.02320 -5.72264
C: 5.47925 2.44607 -0.83212
N: 4.49604 3.48596 -0.58182
C: 4.79013 4.49253 0.43295
C: 3.31333 3.46904 -1.18732
N: 2.28608 3.48568 -1.72887
H: 6.35194 2.83797 -1.35946
H: 5.04103 1.64856 -1.42606
H: 5.80060 2.02675 0.12235
H: 5.54294 5.19785 0.06821
H: 5.14998 3.99440 1.33179
H: 3.87809 5.01130 0.69990